(1)
Entry from the Open Molecules 2025 dataset: an isolated molecule of C5H12O (wB97M-V/def2-TZVPD).

Calculated values
SMILES	CCOC(C)C
energy relative to the best compared isomer or geometry (same formula, charge and spin)	0.4032	eV
HOMO-LUMO gap	10.854	eV
electronic energy	-272.93384	Ha
highest occupied orbital energy	-9.68	eV

Last column: Mulliken charge in e.
Positions of all 18 atoms, in Å:
H1 -0.46460 2.88801 -0.92737  0.296
C1 -0.93283 0.78914 -0.83883  -0.127
H2 2.62135 -0.05208 -0.13089  0.331
C2 -0.25481 -1.65249 0.97295  -1.251
H3 -1.79091 0.13964 -0.59807  0.217
H4 0.56038 -1.18277 -0.96747  0.274
H5 -2.12445 2.48864 -1.43426  0.385
H6 -0.62639 0.54943 -1.87209  0.284
H7 2.51758 -1.72973 0.45554  0.398
C3 -1.32872 2.24787 -0.72199  -1.248
H8 -1.31252 -1.58716 0.69792  0.311
H9 0.04274 -2.70625 0.91214  0.369
C4 2.05721 -0.73732 0.50777  -1.414
O1 0.14128 0.55855 0.04348  -0.334
H10 -0.15158 -1.32012 2.01164  0.307
C5 0.60590 -0.78215 0.05917  0.571
H11 -1.68353 2.46494 0.29054  0.300
H12 2.12390 -0.37617 1.53983  0.331

Forces on atoms 1 to 6 (eV/Å):
-0.14 -0.09 0.01
-0.21 0.03 -0.14
-0.04 -0.11 0.07
-0.05 -0.01 0.01
0.13 0.11 -0.02
0.01 0.06 0.10

=====

(2)
Entry from the Open Molecules 2025 dataset: a cluster of 2 separate species, C4H12 in total at a distorted geometry (wB97M-V/def2-TZVPD).

Calculated values
SMILES	CC.CC
energy relative to the best compared isomer or geometry (same formula, charge and spin)	1.8057	eV
HOMO-LUMO gap	11.783	eV
electronic energy	-159.51862	Ha
highest occupied orbital energy	-10.72	eV

Last column: Mulliken charge in e.
Positions of all 16 atoms, in Å:
H1 -0.98382 -2.00714 -0.58791  0.184
H2 -1.18834 -3.25873 0.43379  0.413
C1 0.59121 2.32734 -0.03329  -0.799
C2 -0.85340 -2.33216 0.55770  -0.895
H3 -0.25056 1.47953 -1.74393  0.261
C3 0.62887 -2.32198 0.71902  -0.798
H4 0.92490 -3.40798 0.62951  0.271
H5 -1.44590 -1.99950 1.40897  0.309
H6 1.58146 1.94208 -0.32051  0.255
C4 -0.37209 2.39998 -1.21168  -0.808
H7 -1.51955 2.25984 -0.94419  0.225
H8 0.91344 -1.77824 1.62389  0.222
H9 -0.17209 3.25223 -1.72908  0.328
H10 0.26026 1.66275 0.65996  0.294
H11 0.66638 3.38241 0.48141  0.244
H12 1.24629 -1.96640 -0.10246  0.296

Forces on atoms 1 to 6 (eV/Å):
-0.88 0.51 2.77
-1.15 -4.32 -0.20
0.74 3.40 -0.57
0.44 3.19 -3.24
0.42 -0.25 -1.09
1.40 -1.68 0.27

=====

(3)
Entry from the Open Molecules 2025 dataset: an isolated molecule of C11H12N2O2 at a distorted geometry (wB97M-V/def2-TZVPD).

Calculated values
SMILES	N[C@@H](Cc1c[nH]c2ccccc12)C(=O)O
energy relative to the best compared isomer or geometry (same formula, charge and spin)	1.4092	eV
HOMO-LUMO gap	8.376	eV
electronic energy	-686.35209	Ha
highest occupied orbital energy	-7.74	eV

Last column: Mulliken charge in e.
Positions of all 27 atoms, in Å:
H1 1.63590 1.44171 0.99375  0.329
O1 1.97773 -1.10416 1.77591  -0.562
H2 4.05278 -1.69630 0.98926  0.361
C1 -3.86107 0.35421 0.73811  -0.319
H3 1.01035 1.39345 -1.53434  0.451
C2 1.25296 0.42417 -1.03036  -1.645
C3 -2.08283 -0.98404 -0.14892  -0.474
H4 -1.58802 -3.01422 -0.45179  0.211
H5 3.65308 1.27684 -1.25732  0.218
H6 -3.44997 2.55099 0.81701  0.348
C4 -3.12109 1.50810 0.61660  -0.818
H7 -3.94106 -1.76032 0.51836  0.341
C5 2.16293 0.81099 0.18724  0.532
C6 2.65991 -0.46719 1.00076  0.300
H8 -1.32268 2.35836 0.03528  0.268
N1 3.28704 1.60411 -0.36379  -0.661
H9 1.79213 -0.10971 -1.79480  0.546
H10 0.69095 -2.38306 -1.27598  0.345
O2 3.81037 -0.90242 0.44823  -0.428
H11 4.00320 1.72644 0.34189  0.265
N2 -1.29938 -2.03806 -0.42497  -0.010
C7 0.05153 -0.31803 -0.76490  0.618
C8 -1.79145 1.35179 0.19494  0.001
C9 -1.27380 0.18309 -0.23375  0.744
C10 -3.32254 -0.88757 0.37824  -0.681
C11 -0.03866 -1.69449 -0.80568  -0.556
H12 -4.94831 0.37530 1.05102  0.276

Forces on atoms 1 to 6 (eV/Å):
0.37 -0.87 -1.49
1.21 0.83 -0.24
-0.10 0.58 -0.71
-1.95 -0.61 0.11
0.16 -0.50 0.53
0.67 2.17 0.00

=====

(4)
Entry from the Open Molecules 2025 dataset: a cluster of 2 separate species, H4NO2P2 in total at a distorted geometry (wB97M-V/def2-TZVPD).

Calculated values
charge	-1
energy relative to the best compared isomer or geometry (same formula, charge and spin)	1.0421	eV
HOMO-LUMO gap	7.941	eV
electronic energy	-890.44168	Ha
highest occupied orbital energy	-3.76	eV

Last column: Mulliken charge in e.
Positions of all 9 atoms, in Å:
H1 -1.28059 0.22615 -0.91490  0.250
O1 1.63839 1.13494 1.08739  -0.623
H2 -0.91092 0.72838 0.60426  0.264
O2 2.20963 1.16321 -1.34986  -0.624
N1 -1.35995 1.10833 -0.29988  -0.795
P1 2.10138 0.40089 -0.09830  0.497
P2 2.79149 -1.57054 0.00074  -0.223
H3 -0.75272 1.84241 -0.48679  0.280
H4 2.05699 -1.54083 1.19531  -0.028

Forces on atoms 1 to 6 (eV/Å):
0.28 2.48 0.71
-0.59 -0.11 1.16
-1.05 0.82 -1.54
0.18 -0.02 -1.10
-0.76 -4.51 2.19
0.75 -0.07 -0.33

=====

(5)
Entry from the Open Molecules 2025 dataset: a structure of composition C28H47N11O3PSYb at a distorted geometry (wB97M-V/def2-TZVPD).

Calculated values
charge	+2
energy relative to the best compared isomer or geometry (same formula, charge and spin)	0.3320	eV
HOMO-LUMO gap (alpha / beta)	8.490 / 7.978	eV
electronic energy	-3821.18297	Ha
multiplicity	2
highest occupied orbital energy (alpha / beta)	-13.51 / -13.51	eV

Last column: Mulliken charge in e.
Positions of all 92 atoms, in Å:
H1 5.79734 -3.27799 0.71653  0.296
O1 0.61695 0.32875 -0.81555  -0.333
N1 1.63727 -2.24654 1.39622  -0.513
O2 -4.20979 -0.07010 -0.89491  -0.658
Yb1 -0.30794 -1.31620 0.20551  0.422
N2 2.94887 -3.18514 -0.31030  -0.008
H2 -0.08047 -2.07163 2.84693  -0.058
H3 -2.09773 1.73006 -2.53885  -0.214
H4 0.20036 -3.60135 -1.88731  0.137
C1 -4.06073 0.96123 1.29283  0.636
C2 -0.03999 4.75638 0.04934  -0.679
H5 -4.99375 -3.50985 4.21732  0.302
N3 2.51195 -4.03832 -2.41195  -0.570
H6 -2.95031 1.23279 -4.81038  0.332
O3 -0.78095 -0.08987 2.05796  -0.990
C3 -1.64032 0.86951 -3.07560  0.411
H7 4.60777 3.54671 -2.11128  0.370
H8 3.56944 1.19716 -0.73856  0.281
H9 2.24109 3.17763 -3.77122  0.257
H10 -3.23768 -2.24026 5.68274  0.440
H11 3.21293 -0.18689 -1.95117  0.078
H12 -0.47440 -1.91609 5.39645  0.439
N4 3.94790 -2.77878 1.78256  0.168
N5 -2.94112 -3.07087 3.70350  0.066
H13 3.15384 -2.80799 3.77528  0.350
H14 5.66847 -3.95661 2.41927  0.378
H15 3.89633 -3.33395 -0.66124  0.250
H16 1.81586 -4.17309 -3.14624  0.263
H17 -0.64503 2.71906 0.71356  -0.220
C4 -0.42611 5.20580 -1.40132  -0.696
N6 2.24099 1.65248 -2.29184  0.551
H18 0.38797 5.73457 -1.94850  0.283
H19 1.68401 -1.95043 2.37025  0.165
H20 3.65266 -1.16768 3.05353  0.378
C5 -1.30886 -1.78068 4.69338  -0.275
H21 3.32204 -3.62921 -2.80341  0.246
C6 2.74296 2.94119 -2.78523  -0.142
H22 1.10522 2.91840 0.39783  0.310
H23 2.39696 3.77500 -2.11512  -0.004
H24 -0.97207 -0.47857 -5.94212  0.342
C7 -2.49366 -2.70413 5.08419  -0.699
N7 -0.18460 1.11202 -3.28564  0.587
C8 1.98745 -3.41898 -1.27591  0.448
H25 -1.28696 5.89372 -1.46347  0.413
H26 -0.83284 5.04822 0.76550  0.364
H27 -2.53406 1.17427 4.30076  0.375
H28 4.57206 0.82086 -3.63435  0.299
H29 -1.79955 0.04018 -2.37560  -0.206
C9 -1.97747 -2.87410 2.77632  0.578
N8 -2.26243 -0.17269 0.37901  0.811
H30 -6.03783 1.60117 0.72679  0.477
C10 3.88973 -2.22642 3.11333  -1.119
H31 0.69846 -0.51080 -4.22221  0.311
H32 -0.41126 3.89666 -3.17616  0.261
C11 -3.58954 0.25149 0.10996  -0.440
C12 -1.91816 0.21785 1.59157  1.046
H33 -1.75549 3.55512 -1.98912  0.562
H34 -2.15755 -3.52046 5.75515  0.326
C13 -0.99836 0.45850 -5.38988  -0.709
C14 0.10047 3.20147 0.02030  -0.100
N9 -0.08710 2.78960 -1.37926  0.780
H35 -3.95210 -4.96075 3.71092  0.319
C15 -0.74936 3.88867 -2.13641  -0.730
C16 -4.52086 1.85339 3.84268  -0.797
C17 -4.18616 -3.90030 3.56759  -0.827
C18 -5.30043 1.52673 1.54496  -0.581
C19 2.77018 -2.70719 0.99146  0.339
H36 4.67896 3.19882 -3.76643  0.368
C20 -3.32733 1.26134 3.54293  -0.370
C21 0.26767 0.46668 -4.48352  -0.363
S1 -2.16760 -3.34490 1.11948  -0.384
H37 -1.06136 1.31809 -6.09407  0.273
H38 5.61105 1.20814 -2.34279  0.407
H39 -4.35498 -3.74100 2.44959  0.279
H40 4.87735 -2.28789 3.56355  0.398
H41 0.84348 5.31316 0.39835  0.293
H42 1.11856 1.06452 -4.91972  0.275
H43 -2.74836 -0.40982 -4.43551  0.370
H44 4.71339 -4.67006 0.95736  0.347
H45 -1.54719 -0.75523 4.62450  -0.150
H46 -4.80618 1.93466 4.89540  0.394
C22 4.58697 1.37089 -2.66289  -0.718
C23 -5.46710 2.05439 2.81532  -0.506
H47 -6.43342 2.49587 2.99490  0.442
C24 3.44646 0.86601 -1.79473  -0.329
P1 0.64131 1.39740 -1.87770  -1.084
C25 5.07960 -3.72606 1.49373  -1.003
C26 -3.04769 0.85966 2.25045  0.248
C27 4.25391 2.83630 -2.85302  -0.882
C28 -2.18396 0.55148 -4.46793  -0.863
N10 -0.89606 -2.36140 3.41587  0.146
N11 0.74809 -3.10377 -1.13448  -0.470

Forces on atoms 1 to 6 (eV/Å):
-0.81 -0.31 1.29
-0.13 -0.91 0.42
-0.65 0.99 0.02
0.99 0.76 1.38
0.34 -0.93 0.00
0.17 0.31 -0.37

=====

(6)
Entry from the Open Molecules 2025 dataset: a cluster of 3 separate species, C43H45O10P in total at a distorted geometry (wB97M-V/def2-TZVPD).

Calculated values
SMILES	CCCCCCCCC[C@H](CCCC(=O)O)OC(=O)P(O)O.O=C1c2ccccc2C(=O)c2ccccc21.O=C1c2ccccc2C(=O)c2ccccc21
HOMO-LUMO gap	8.247	eV
electronic energy	-2759.04038	Ha
highest occupied orbital energy	-9.28	eV

Last column: Mulliken charge in e.
Positions of all 99 atoms, in Å:
H1 -0.96725 -6.00908 -3.00862  0.521
C1 1.90911 6.12392 2.28914  0.032
H2 -1.68097 -3.64825 -3.23428  0.635
H3 6.29942 5.32875 4.82225  0.203
H4 -6.18658 -11.94055 -1.47063  0.394
C2 -4.30169 -6.39319 -2.41586  0.284
H5 1.09378 4.34844 3.65907  0.203
C3 6.23105 4.67518 3.83275  -0.616
O1 -0.59756 3.36526 1.92015  -0.226
C4 0.48206 1.49016 -4.06500  -0.683
C5 -1.64846 -3.90160 -6.32124  -0.511
O2 0.03314 4.24720 -0.34716  -0.551
H6 -0.37855 -5.62581 -6.57091  0.423
C6 -2.43414 3.08553 4.30617  -0.349
H7 1.57847 3.17641 -3.28744  0.425
H8 8.49840 3.17052 3.76818  0.285
C7 -1.42751 4.54701 2.17712  0.230
C8 -2.05452 3.75628 5.78694  -0.314
H9 -1.91644 5.01965 1.19531  0.324
C9 -2.53806 -8.15174 -2.50394  0.539
C10 -2.01624 -5.74773 -2.88070  -0.821
C11 3.05771 7.10280 2.96237  -0.979
P1 1.84394 2.37863 0.70426  0.437
H10 -2.67010 -2.03824 -5.97470  0.494
C12 4.84435 5.08894 3.02612  -0.106
H11 3.78200 2.40761 -0.40711  0.363
H12 -0.43490 2.06110 -4.20219  0.461
H13 7.12414 4.91499 3.10180  0.299
H14 -6.86790 -9.56066 -1.53525  0.449
H15 -0.94032 3.49265 6.02864  0.212
H16 5.39520 2.49781 3.64185  0.155
H17 5.02955 5.44626 1.92685  0.302
O3 -1.73096 0.08786 -5.04318  -0.688
H18 -4.07356 -3.03818 -2.96484  0.464
H19 5.89426 3.03238 5.44695  0.264
H20 -5.74736 -4.78199 -2.42627  0.453
C13 1.71352 -0.58420 -4.24329  0.270
H21 -3.59763 3.77541 2.41810  0.362
C14 -4.70165 -5.05820 -2.55113  -0.641
O4 2.82514 -2.63919 -4.48332  -0.686
C15 0.60060 -2.64834 -5.23468  0.456
H22 1.06628 6.08123 4.41229  0.434
C16 0.52937 0.13269 -4.40834  0.299
O5 2.89382 2.83647 -0.62502  -0.476
C17 0.86875 5.47144 3.41940  -0.548
O6 -6.46838 -7.11270 -1.86725  -0.678
C18 4.10532 6.26876 3.93996  -0.572
H23 3.67546 1.88725 -2.95583  0.508
C19 6.19105 3.08928 4.30156  -0.235
H24 -0.70103 6.73295 2.21421  0.291
H25 4.91434 6.96662 4.42161  0.435
H26 -3.82608 -12.57361 -1.91396  0.388
H27 -3.20849 5.15664 3.64335  0.333
C20 -4.88133 -8.83839 -2.00703  0.165
C21 -0.59721 -1.94498 -5.35570  0.248
C22 -3.17209 -10.53897 -2.20149  -0.535
O7 -2.51961 1.78490 7.49617  -0.544
H28 3.77062 -0.50988 -3.56983  0.460
H29 2.59468 8.06146 3.50251  0.259
H30 -2.13826 -10.82445 -2.38938  0.448
C23 7.69896 2.39583 4.14067  -0.804
C24 -1.72788 -2.57678 -5.88968  -0.622
C25 -2.96441 2.93856 6.92732  0.346
O8 -1.36185 -8.45678 -2.65788  -0.673
H31 3.51005 5.75632 4.81762  0.174
H32 7.99571 1.95591 5.19689  0.214
H33 1.61490 -4.52622 -5.59641  0.466
C26 2.79420 1.39794 -3.36495  -0.485
H34 7.55470 1.49345 3.37565  0.219
C27 -5.82991 -9.82994 -1.72354  -0.546
H35 -2.52608 -4.38934 -6.73983  0.437
H36 -4.33010 4.37568 6.88094  0.347
C28 0.67915 -3.97520 -5.67486  -0.618
O9 1.21828 0.76082 0.39593  -0.503
C29 -4.12194 -11.52692 -1.93302  -0.464
C30 1.61589 2.12098 -3.54847  -0.527
H37 -1.65321 2.26049 4.02940  0.226
H38 2.39232 5.22242 1.68006  -0.285
C31 -0.67818 -0.52966 -4.94049  0.499
O10 -4.30915 3.46571 7.32233  -0.449
C32 -5.30229 -7.42524 -2.07882  0.652
C33 -5.44791 -11.17179 -1.68694  -0.446
H39 0.30170 0.75932 0.83408  0.309
C34 0.24651 3.49384 0.73075  0.343
H40 -2.32376 4.89279 5.85930  0.250
C35 -2.74659 4.18947 3.14192  -0.968
C36 -3.55164 -9.19072 -2.23332  0.202
C37 -0.44376 -4.59732 -6.22284  -0.539
H41 3.72190 7.55368 2.07886  0.342
C38 -3.75950 -4.07357 -2.85297  -0.642
C39 -0.66088 5.79127 2.92997  -0.654
C40 1.78859 -2.00419 -4.63996  0.490
C41 2.84579 0.04694 -3.71135  -0.582
C42 -2.41672 -4.41692 -3.00813  -0.412
H42 -1.26514 6.11469 3.90707  0.247
H43 1.35249 6.78252 1.48450  0.445
H44 -3.45977 2.50603 4.50120  0.360
C43 -2.96315 -6.73999 -2.59526  0.257
H45 4.09198 4.17544 2.96479  -0.056

Forces on atoms 1 to 6 (eV/Å):
-0.29 -0.10 0.05
0.41 -0.20 -0.02
-0.11 -0.17 0.04
0.08 -1.27 -2.29
0.13 0.16 -0.04
0.14 0.57 -0.14